1.
{
  "formula": "C35H72BN2O7Si",
  "method": "the ωB97M-V functional and the def2-TZVPD basis",
  "homo_lumo_gap_ev": 5.962,
  "charge": -1,
  "de_lowest_kcal_mol": 0.00,
  "fmax_ev_per_a": 2.5,
  "spin_multiplicity": 1,
  "species": ["H", "H", "H", "C", "C", "C", "C", "H", "H", "H", "H", "H", "H", "H", "H", "C", "H", "H", "H", "H", "H", "H", "C", "C", "H", "H", "C", "H", "H", "H", "C", "C", "C", "H", "H", "C", "H", "H", "O", "C", "C", "H", "H", "C", "C", "O", "H", "H", "H", "C", "H", "H", "H", "C", "H", "C", "H", "O", "H", "H", "H", "C", "C", "H", "H", "C", "C", "O", "C", "H", "H", "C", "H", "H", "H", "H", "O", "C", "C", "C", "H", "C", "H", "H", "H", "H", "H", "B", "H", "H", "H", "H", "Si", "H", "H", "C", "H", "H", "O", "H", "C", "H", "C", "H", "N", "O", "H", "H", "N", "H", "H", "C", "H", "C", "H", "H", "H", "C"],
  "coordinates": [[3.69948, 2.21519, 1.43500], [-0.64531, -0.25810, -1.68678], [0.15269, -1.51841, 2.28471], [-0.87577, 3.06767, -1.08571], [-2.48882, 1.11325, -1.43311], [2.25258, -4.85925, 2.71547], [-8.15146, 6.41459, 1.19195], [4.67862, -6.01506, 2.00896], [8.48244, 1.06650, 1.56955], [-6.66136, 4.23724, 0.31911], [2.72430, -6.34233, 0.49724], [-0.18899, 4.51846, 0.51145], [4.39572, 3.77027, -0.80684], [2.53268, 0.21531, -2.53498], [-8.33830, 5.96452, -1.29170], [2.53437, 4.45511, 0.28499], [-4.33353, -1.08186, -0.48481], [-6.58015, 5.64683, -1.13188], [2.43116, 5.44352, -0.24945], [-9.14111, 4.15588, 0.07342], [0.01316, 2.70243, 0.89025], [3.96243, -2.52799, 1.20072], [4.47694, 3.01055, 1.33294], [7.99002, 0.18754, 1.08845], [-2.25740, 2.29053, 0.49973], [-6.05760, 1.63398, -1.81002], [5.91316, 2.44019, 0.97171], [-9.06040, 2.94217, 1.37191], [2.26147, -6.90090, 3.39304], [-6.05514, 3.01010, -2.92196], [4.06373, -1.42152, -2.83158], [-4.87360, -1.27288, -2.78375], [-7.36273, 6.40474, -1.06829], [-2.30088, -0.61146, 0.93712], [-5.68030, 3.27134, -1.21289], [-6.29903, 2.69420, -1.90794], [7.00249, -7.02383, -0.29187], [-9.11812, 1.84240, -0.76708], [5.09338, -6.23806, -0.55223], [-7.50610, 5.20679, 1.88201], [-2.24339, 2.43018, -0.60986], [6.11515, 2.68969, -0.11018], [3.59713, -1.87048, -3.73908], [-4.74108, -2.81581, -3.10833], [4.05140, 4.06605, 0.21464], [-3.84757, 0.72930, -1.61828], [1.53287, -4.63381, 3.50815], [-3.89432, -3.07352, -3.78967], [-0.69692, 0.19644, 0.90566], [0.07082, 3.50773, 0.10501], [5.73709, -1.24721, 2.91305], [-5.68495, -3.12359, -3.65386], [-5.11744, -4.69644, -2.03450], [-1.32702, -0.57479, 0.36881], [6.88778, -1.86582, -0.69184], [-1.61907, -0.18691, -1.12135], [-3.72213, -3.72251, -1.30318], [-0.65654, -1.85690, 0.37210], [-5.45439, -3.21522, -1.05306], [1.87442, 2.37259, -0.35563], [3.64273, 1.10093, -0.44541], [-8.18148, 2.34163, -0.49337], [6.42676, -6.11260, -0.09657], [6.46161, -5.88432, 0.97361], [-3.06103, 3.15466, -0.88492], [5.28905, -1.95368, -2.28766], [3.36828, -7.12148, 0.91752], [-7.68512, 2.93780, -1.68598], [4.10852, 0.24357, -0.97407], [1.03443, -2.75856, 1.21415], [-5.93209, -1.12588, -2.41134], [3.46142, -0.26979, -2.15514], [-4.67165, -0.64436, -3.69337], [-8.10687, 4.94097, 2.75927], [-7.14860, 7.16314, -1.82225], [4.63071, 5.00056, 0.47534], [-2.46682, -1.19442, -1.69947], [5.95052, -1.42670, -1.09555], [3.78352, -3.58737, 1.38784], [2.99726, -6.13257, 3.13167], [-7.50636, 1.57558, -0.10171], [5.47001, -0.15971, 2.78387], [-1.02126, 3.97369, -1.72688], [6.89358, -5.28783, -0.63477], [-6.52516, 5.52458, 2.25097], [1.65736, -4.99382, 1.80477], [-8.30747, 7.17861, 1.96038], [-3.87861, -0.75643, -1.57340], [4.59936, 3.62423, 2.26695], [5.79351, -2.81487, -2.79097], [6.01746, 0.38019, 3.61023], [4.75780, -4.07623, 1.46979], [6.09145, 0.55484, 1.13759], [3.95932, -7.85678, -0.99789], [-9.14664, 6.19127, 0.78936], [-4.73221, -3.66958, -1.77288], [4.36870, -0.07898, 2.95268], [1.48956, 3.66319, -1.54128], [-7.33833, 7.03278, 0.20478], [-0.34544, 2.29598, -1.70200], [0.48661, -1.78087, 1.23865], [3.55697, -5.90283, 4.04437], [-8.50132, 3.40560, 0.55179], [-2.14960, 1.39671, -2.47749], [-7.27913, 4.00368, 1.08529], [3.07500, -3.70625, 2.61200], [8.19294, -0.74275, 1.67715], [1.18729, -0.96683, 0.89897], [3.95908, -6.70271, 2.18774], [2.16814, 4.61933, 1.33761], [2.76570, -8.02057, 1.08208], [5.35684, -0.28987, -0.40619], [8.29603, 0.01047, 0.03014], [1.57398, 3.44756, -0.43789], [6.74000, 2.90038, 1.58293], [5.15972, -8.17619, 0.25443], [3.22028, -3.99366, 0.54315], [4.44711, -7.43211, -0.11406]]
}

2.
{
  "formula": "C35H76Br2N7O",
  "method": "the ωB97M-V functional and the def2-TZVPD basis",
  "homo_lumo_gap_ev": [5.743, 1.836],
  "charge": 4,
  "fmax_ev_per_a": 4.2,
  "spin_multiplicity": 2,
  "species": ["C", "H", "H", "H", "H", "H", "C", "H", "H", "H", "C", "H", "H", "Br", "C", "H", "C", "H", "H", "N", "H", "H", "H", "C", "H", "C", "H", "H", "N", "C", "C", "C", "H", "H", "N", "C", "H", "N", "H", "H", "H", "H", "C", "C", "H", "H", "H", "C", "O", "H", "H", "H", "Br", "H", "C", "N", "H", "H", "H", "H", "C", "C", "N", "H", "H", "H", "H", "C", "H", "H", "C", "H", "H", "H", "C", "H", "H", "H", "C", "C", "C", "H", "H", "H", "H", "H", "C", "H", "H", "H", "H", "H", "C", "H", "H", "C", "H", "H", "C", "H", "C", "C", "C", "H", "H", "C", "H", "H", "C", "C", "C", "H", "H", "N", "H", "H", "H", "H", "H", "H", "C"],
  "coordinates": [[-3.55595, -4.98603, -0.35356], [-3.58396, -5.52693, -1.28791], [-5.59080, 1.86488, -1.92911], [1.89216, -3.15918, -4.08842], [-2.16850, -4.49030, 2.54889], [-5.48828, -0.11694, -5.12094], [-5.35698, 2.72990, -4.91781], [7.96844, 2.84749, 3.79086], [-5.60636, 2.38859, -5.92250], [0.45857, -0.54485, 0.75217], [-3.09235, 1.79840, -5.46090], [6.62577, 3.89101, 1.93246], [-3.93692, 4.27903, -4.61969], [4.40969, 0.45855, -1.32191], [-1.77571, -6.58830, 0.57761], [5.63260, -2.62284, 2.56292], [-4.72190, 0.22674, -4.42621], [0.97097, 2.48692, 1.24026], [4.38133, -0.87319, 4.32630], [-2.63889, -5.40747, 0.62411], [-0.46585, -2.53857, 0.56026], [4.95362, 2.70366, 0.64879], [1.74847, -1.09304, -2.75370], [4.27284, 3.50769, 0.92840], [-6.27165, 2.41617, -4.41477], [-5.84528, 5.23691, -5.23820], [-5.05396, -3.38388, -0.36025], [1.76208, -1.30254, 5.60029], [3.90041, 3.23561, 2.39191], [2.90601, 1.96789, 2.38488], [2.26436, -1.70951, 4.73513], [-4.11773, -2.33534, 2.11161], [6.96071, 4.68645, 5.86645], [8.03270, 3.55355, 5.98725], [-3.73320, -3.53253, 1.36110], [-0.58009, -0.77362, -1.85169], [-3.25207, -1.67476, 2.06274], [1.56056, -2.63184, 3.92923], [-2.20683, -7.24324, -0.17956], [1.56843, 0.10145, -0.47804], [5.45161, 1.87914, 3.04237], [-2.73991, 1.41599, -3.00215], [-5.00824, 4.12964, -4.48523], [-3.73295, 1.86540, -3.00253], [3.61334, 5.20708, 3.05983], [-2.74515, 2.79892, -5.20300], [2.97451, 3.99932, 4.06977], [-4.17053, -3.78641, 0.11297], [0.24505, -3.97983, -3.11390], [-5.31448, -0.90175, -2.62068], [-1.05002, -1.04134, -2.79805], [-5.94992, 6.98838, -3.98821], [-3.02205, -3.12774, -3.41206], [-0.75956, -6.24967, 0.37544], [-1.77307, -7.34886, 1.88602], [-4.28512, 1.70309, -4.47707], [0.74321, 2.40627, 2.98937], [-2.39827, 0.96453, -5.35596], [3.24673, 1.10708, 1.80955], [-4.31170, 0.80942, -1.28454], [-5.52542, 6.72364, -4.95662], [-2.76054, -4.50677, 1.64578], [0.47999, -1.67935, -1.19222], [8.20316, 4.53338, 3.50125], [0.23757, -3.89121, 4.82048], [-4.89955, -1.79006, 1.58289], [6.39945, 2.96220, 5.60920], [7.47376, 3.81507, 3.87558], [-3.62182, 2.92463, -2.77060], [5.76105, 4.88652, 3.14942], [-4.78965, 1.17470, -2.19351], [-1.12024, -2.97083, -0.92820], [-3.93706, -0.47143, -4.71717], [-4.47551, 6.93682, -4.75578], [5.15316, 2.91233, 3.22000], [2.96506, 1.68457, 3.43576], [-1.48903, -6.67061, 2.69063], [-6.90499, 5.14487, -5.00021], [7.14250, 3.72681, 5.38257], [1.08672, -0.80074, -0.10110], [1.43832, 2.69801, 2.20209], [-1.39738, -0.63477, -1.14398], [-6.03781, 7.32265, -5.70945], [-4.56927, -2.44749, 3.09731], [-5.90655, 5.06051, -6.31209], [2.43878, -2.36760, -1.81163], [1.07131, -2.87553, -3.42974], [2.13516, -3.67245, 2.05407], [-0.08966, 0.19962, -1.83250], [-5.19127, 4.17428, -3.41163], [4.70758, 2.93566, 4.21449], [5.48991, -2.92448, 0.08724], [3.01084, 4.29949, 3.02254], [-0.64557, -3.65558, -3.26647], [3.88570, -2.72322, 0.04836], [4.64593, -3.02195, 0.77011], [-6.44295, 0.24452, -3.14384], [3.49366, 3.18983, 0.23561], [2.41919, -3.04619, 2.88685], [0.97811, 4.77706, 2.84153], [1.72914, 4.15833, 2.35038], [1.50483, -2.03694, -2.26605], [0.16974, -2.99607, 4.20223], [0.55951, -2.33981, -4.22921], [1.92972, -1.39947, 0.24381], [-0.15460, -2.84342, -0.43889], [4.61217, 4.54311, 0.95772], [-0.36595, -3.18719, 3.27238], [-5.36651, 0.08550, -3.07975], [4.74592, -2.26050, 2.04271], [3.53953, -1.52655, 4.15052], [-1.00622, -8.12345, 1.89272], [4.83376, -1.18673, 1.87715], [3.63126, -2.37984, 3.04777], [4.55606, -4.09373, 0.94702], [-0.26088, -2.23388, 4.85164], [0.54463, -3.67679, -0.37071], [-3.61718, 1.82247, -6.41592], [-2.75217, -7.76034, 2.13125], [1.80725, 4.61369, 1.36313], [6.30744, 3.96006, 2.97265]]
}

Which formula does entry 2 have? C35H76Br2N7O